No. 1
Here is one molecule with the formula C3H6N2O2S in a non-equilibrium geometry from the Open Molecules 2025 dataset. Energies are from wB97M-V/def2-TZVPD.

```
14
C3H6N2O2S | the Open Molecules 2025 dataset | wB97M-V/def2-TZVPD
C 2.550 -1.167 0.537
C 1.115 -1.303 0.021
N 1.053 -1.700 -1.236
O -0.180 -2.045 -1.776
O 0.053 -0.775 0.844
N -0.727 0.167 0.221
C -0.657 1.451 0.699
S -1.670 2.714 0.416
H 2.635 -0.100 0.980
H 2.628 -2.102 1.233
H 3.339 -1.178 -0.331
H 0.129 -1.997 -2.776
H -1.622 -0.487 -0.086
H 0.304 1.831 1.349
```

Results
Multiplicity = 1
Structure (SMILES) = C/C(=N/O)ONC=S
LUMO = 0.42 eV
Gap between HOMO and LUMO = 9.04 eV
HOMO = -0.3168 Ha



No. 2
Here is one molecule with the formula C4H5BrO in a non-equilibrium geometry from the Open Molecules 2025 dataset. Energies are from wB97M-V/def2-TZVPD.

```
11
C4H5BrO | the Open Molecules 2025 dataset | wB97M-V/def2-TZVPD
C -0.968 0.789 -1.205
C -0.997 -0.265 -0.441
C 0.221 -1.164 -0.339
C -2.127 -0.674 0.501
O -2.142 -1.415 1.396
Br -3.715 0.319 -0.013
H -0.084 0.839 -1.834
H -1.731 1.497 -1.513
H 0.772 -1.037 -1.177
H 0.052 -2.248 -0.170
H 0.702 -0.687 0.518
```

Results
Multiplicity = 1
Structure (SMILES) = C=C(C)C(=O)Br
LUMO = 0.03 eV
Gap between HOMO and LUMO = 10.33 eV
HOMO = -0.3783 Ha



No. 3
Here is one molecule with the formula C22H27N5O in a non-equilibrium geometry from the Open Molecules 2025 dataset. Energies are from wB97M-V/def2-TZVPD.

```
55
C22H27N5O | the Open Molecules 2025 dataset | wB97M-V/def2-TZVPD
C 1.202 3.176 -2.990
O 0.629 2.307 -2.042
C -0.719 2.086 -2.096
C -1.606 2.792 -2.895
C -2.962 2.511 -2.838
C -3.442 1.537 -1.986
C -2.557 0.822 -1.195
C -1.202 1.077 -1.250
C -0.181 0.325 -0.414
C 0.798 -0.322 -1.340
N 0.509 -0.648 -2.582
N 1.591 -1.209 -3.092
N 2.523 -1.253 -2.240
N 2.081 -0.699 -1.102
C 2.979 -0.721 0.049
C 3.029 -2.167 0.553
C 2.527 0.209 1.170
C 4.358 -0.286 -0.456
N -0.732 -0.671 0.479
C -1.013 -1.969 -0.109
C -2.043 -2.750 0.691
C -1.625 -2.748 2.157
C -1.605 -1.322 2.627
C -2.013 -0.980 3.902
C -2.039 0.339 4.321
C -1.683 1.331 3.426
C -1.285 1.013 2.142
C -1.212 -0.319 1.722
H 2.277 3.131 -2.822
H 0.982 2.850 -4.010
H 0.859 4.207 -2.850
H -1.255 3.563 -3.563
H -3.642 3.067 -3.466
H -4.499 1.327 -1.937
H -2.931 0.064 -0.524
H 0.361 1.067 0.179
H 3.316 -2.835 -0.256
H 3.756 -2.255 1.356
H 2.056 -2.471 0.935
H 3.282 0.194 1.953
H 1.587 -0.114 1.608
H 2.436 1.233 0.814
H 4.684 -0.935 -1.263
H 5.081 -0.334 0.354
H 4.318 0.735 -0.828
H -1.361 -1.824 -1.138
H -0.084 -2.558 -0.156
H -2.109 -3.765 0.297
H -3.025 -2.282 0.598
H -2.319 -3.333 2.763
H -0.633 -3.200 2.256
H -2.314 -1.767 4.580
H -2.350 0.588 5.324
H -1.725 2.370 3.722
H -1.055 1.816 1.460
```

Results
Multiplicity = 1
Structure (SMILES) = COc1ccccc1[C@H](c1nnnn1C(C)(C)C)N1CCCc2ccccc21
LUMO = 0.66 eV
Gap between HOMO and LUMO = 8.35 eV
HOMO = -0.2828 Ha



No. 4
Here is one molecule with the formula C5H8O in a non-equilibrium geometry from the Open Molecules 2025 dataset. Energies are from wB97M-V/def2-TZVPD.

```
14
C5H8O | the Open Molecules 2025 dataset | wB97M-V/def2-TZVPD
C -2.083 0.135 0.395
C -0.703 0.703 0.267
O -0.331 1.737 0.785
C 0.221 -0.300 -0.365
C 1.509 0.269 -0.846
C 1.525 -0.632 0.341
H -2.506 -0.211 -0.548
H -1.713 -0.760 0.870
H -2.810 0.763 0.947
H -0.222 -1.120 -0.937
H 1.588 1.331 -0.648
H 1.891 -0.091 -1.791
H 1.949 -1.630 0.213
H 1.687 -0.193 1.320
```

Results
Multiplicity = 1
Structure (SMILES) = CC(=O)C1CC1
LUMO = 1.04 eV
Gap between HOMO and LUMO = 10.70 eV
HOMO = -0.3549 Ha



No. 5
Here is C41H44BiCl2N3OPS2 as an isolated structure from the Open Molecules 2025 dataset. Energies are from wB97M-V/def2-TZVPD.

```
95
C41H44BiCl2N3OPS2 | the Open Molecules 2025 dataset | wB97M-V/def2-TZVPD
Bi 0.637 0.494 0.606
C 3.667 -0.872 1.432
N 2.368 -1.256 0.840
C 2.480 -1.663 -0.560
C 3.025 -0.529 -1.435
N 2.481 0.804 -1.086
C 1.755 1.418 -2.222
C 3.463 1.748 -0.575
C 4.759 1.797 -1.082
C 5.697 2.672 -0.565
C 5.347 3.525 0.472
C 4.043 3.540 0.932
C 3.091 2.669 0.406
S 1.431 2.838 1.005
C 1.722 -2.212 1.721
C 1.825 -3.582 1.537
C 1.256 -4.453 2.454
C 0.607 -3.956 3.573
C 0.509 -2.586 3.770
C 1.051 -1.706 2.841
S 0.917 0.042 3.081
H 4.077 0.009 0.945
H 4.381 -1.696 1.342
H 3.526 -0.642 2.484
H 1.482 -1.942 -0.899
H 3.146 -2.523 -0.685
H 2.762 -0.774 -2.465
H 4.109 -0.525 -1.358
H 0.832 0.871 -2.426
H 2.381 1.419 -3.118
H 1.504 2.448 -1.977
H 5.047 1.157 -1.906
H 6.697 2.687 -0.975
H 6.082 4.188 0.906
H 3.752 4.222 1.720
H 2.352 -3.984 0.682
H 1.342 -5.520 2.303
H 0.189 -4.631 4.307
H 0.034 -2.189 4.657
Cl -2.703 0.295 2.566
C -2.717 -1.459 2.315
Cl -1.792 -1.957 0.882
H -3.745 -1.764 2.159
H -2.279 -1.937 3.183
C -2.021 3.902 -2.323
C -3.346 3.438 -1.725
C -3.724 4.304 -0.526
C -3.316 1.954 -1.297
C -4.734 1.345 -1.326
O -4.701 0.466 -2.457
C -3.411 0.385 -2.846
N -2.565 1.113 -2.236
C -3.136 -0.496 -3.997
C -4.091 -0.503 -5.013
C -3.902 -1.247 -6.160
C -2.765 -2.023 -6.291
C -1.832 -2.066 -5.270
C -1.981 -1.307 -4.110
P -0.726 -1.510 -2.755
C -1.314 -3.157 -2.165
C -0.487 -3.983 -1.399
C -0.979 -5.132 -0.799
C -2.315 -5.473 -0.936
C -3.151 -4.656 -1.681
C -2.660 -3.508 -2.285
C 0.709 -1.901 -3.853
C 1.066 -0.858 -4.718
C 2.166 -0.969 -5.550
C 2.939 -2.124 -5.523
C 2.593 -3.162 -4.675
C 1.484 -3.055 -3.841
H -2.124 4.917 -2.710
H -1.717 3.245 -3.136
H -1.243 3.911 -1.558
H -4.116 3.534 -2.498
H -3.894 5.332 -0.843
H -4.631 3.938 -0.040
H -2.918 4.306 0.213
H -2.858 1.881 -0.308
H -5.507 2.095 -1.490
H -4.984 0.758 -0.440
H -4.974 0.113 -4.901
H -4.640 -1.223 -6.950
H -2.613 -2.616 -7.183
H -0.968 -2.706 -5.386
H 0.553 -3.731 -1.248
H -0.316 -5.749 -0.207
H -2.704 -6.362 -0.458
H -4.197 -4.912 -1.793
H -3.341 -2.878 -2.839
H 0.451 0.035 -4.748
H 2.413 -0.158 -6.223
H 3.798 -2.221 -6.174
H 3.182 -4.070 -4.666
H 1.216 -3.892 -3.209
```

Results
Multiplicity = 1
Net charge = +1
LUMO = -2.95 eV
Gap between HOMO and LUMO = 7.59 eV
HOMO = -0.3873 Ha



No. 6
Here is C29H45AuFP2 as an isolated structure in a non-equilibrium geometry from the Open Molecules 2025 dataset. Energies are from wB97M-V/def2-TZVPD.

```
78
C29H45AuFP2 | the Open Molecules 2025 dataset | wB97M-V/def2-TZVPD
Au 2.229 0.257 -1.026
C -1.074 -0.868 0.857
C -0.816 -2.030 0.051
C 1.220 -1.175 0.784
C 0.130 -0.412 1.374
C 0.574 -2.230 -0.017
C -2.434 -0.331 1.131
H -2.984 -0.050 0.217
H -2.399 0.543 1.790
H -3.055 -1.095 1.615
C 0.210 0.641 2.393
H -0.255 1.555 1.994
H 1.246 0.859 2.690
H -0.388 0.383 3.282
C 2.435 -1.538 1.582
H 2.206 -1.969 2.583
H 3.051 -0.644 1.713
H 3.069 -2.287 1.087
C 1.250 -3.185 -0.898
H 0.768 -4.172 -0.901
H 2.285 -3.304 -0.575
H 1.244 -2.820 -1.939
C -1.877 -2.758 -0.663
H -1.698 -3.839 -0.700
H -1.917 -2.424 -1.718
H -2.858 -2.591 -0.184
C -2.802 2.066 -1.796
C -3.868 1.259 -1.692
C -4.162 0.043 -2.524
C -3.615 0.214 -3.948
C -2.464 -0.674 -4.243
C -1.293 -0.584 -3.596
C -0.978 0.366 -2.462
C -1.590 1.781 -2.621
H -5.252 -0.126 -2.550
H -3.318 1.258 -4.124
H -3.738 -0.841 -2.029
H -1.751 1.959 -3.698
H -2.802 3.075 -1.378
H -4.612 1.496 -0.922
H -0.836 2.538 -2.346
H -1.204 -0.085 -1.481
H -0.421 -1.216 -3.885
H 0.121 0.501 -2.488
H -4.393 0.035 -4.692
H -2.548 -1.412 -5.056
P 0.431 1.672 -4.877
C 0.410 3.316 -5.728
C -0.392 0.813 -6.320
P 2.796 -0.146 -4.125
C 2.152 1.230 -5.257
C 2.159 -1.533 -5.219
C 4.408 -0.115 -5.076
H 1.342 3.856 -5.519
H -0.446 3.900 -5.366
H 0.295 3.186 -6.812
H 0.041 1.134 -7.276
H -1.459 1.082 -6.340
H -0.313 -0.274 -6.231
H 4.203 0.129 -6.128
H 4.877 -1.105 -5.047
H 5.098 0.647 -4.684
H 2.790 2.127 -5.153
H 2.207 0.883 -6.314
H 3.035 -2.135 -5.498
H 1.733 -1.188 -6.171
H 1.416 -2.165 -4.728
F 5.751 4.933 0.976
C 4.971 3.865 0.577
C 5.620 2.766 0.018
C 4.800 1.700 -0.431
C 3.412 1.789 -0.303
C 2.820 2.856 0.365
C 3.591 3.936 0.833
H 6.716 2.738 -0.102
H 5.270 0.818 -0.844
H 1.753 2.853 0.557
H 3.156 4.807 1.335
```

Results
Multiplicity = 3
Net charge = +1
LUMO (alpha / beta) = -2.89 / -5.39 eV
Gap between HOMO and LUMO (alpha / beta) = 7.87 / 5.39 eV
HOMO (alpha / beta) = -0.3955 / -0.3963 Ha



No. 7
Here is one molecule with the formula C3H6N6O3 in a non-equilibrium geometry from the Open Molecules 2025 dataset. Energies are from wB97M-V/def2-TZVPD.

```
18
C3H6N6O3 | the Open Molecules 2025 dataset | wB97M-V/def2-TZVPD
C 1.731 0.322 -0.315
C 1.365 -0.868 0.636
C 0.652 1.409 -0.042
N -0.173 -2.593 -0.224
N -1.583 1.676 -0.519
N -3.407 0.541 0.491
N 0.119 -1.328 0.019
N -0.654 0.769 -0.340
N -0.842 -0.487 -0.171
O 0.711 -3.384 0.011
O -2.828 1.181 -0.648
O -4.447 0.106 0.198
H 2.779 0.826 -0.107
H 1.738 -0.140 -1.338
H 2.140 -1.695 0.625
H 1.208 -0.471 1.586
H 0.709 1.886 0.831
H 0.784 2.250 -0.693
```

Results
Multiplicity = 1
LUMO = -0.31 eV
Gap between HOMO and LUMO = 7.93 eV
HOMO = -0.3028 Ha



No. 8
Here is a 2-piece molecular cluster, C11H12NO2 overall in a non-equilibrium geometry from the Open Molecules 2025 dataset. Energies are from wB97M-V/def2-TZVPD.

```
26
C11H12NO2 | the Open Molecules 2025 dataset | wB97M-V/def2-TZVPD
C 2.410 -0.380 -2.085
C 0.726 -0.756 -0.167
C -0.569 1.013 -0.393
C 1.239 0.007 -1.250
C 0.484 1.208 -1.327
C -1.540 1.950 -0.139
C -1.461 3.140 -0.878
C 0.431 2.340 -2.123
C -0.483 3.363 -1.822
N -0.322 -0.163 0.327
H -0.631 -0.490 1.342
H 0.987 -1.762 0.125
H -2.357 1.659 0.506
H 2.085 -0.583 -3.112
H 2.881 -1.294 -1.723
H -2.188 3.902 -0.662
H 1.189 2.535 -2.870
H -0.367 4.255 -2.424
H 3.110 0.440 -2.147
C -0.772 -3.333 3.502
C -0.806 -2.397 2.291
O -0.833 -1.153 2.592
O -0.868 -2.855 1.141
H 0.012 -3.022 4.181
H -0.570 -4.361 3.212
H -1.786 -3.262 3.904
```

Results
Multiplicity = 2
LUMO (alpha / beta) = 0.10 / -2.91 eV
Gap between HOMO and LUMO (alpha / beta) = 8.50 / 5.48 eV
HOMO (alpha / beta) = -0.3088 / -0.3085 Ha



No. 9
Here is a 2-piece molecular cluster, C2H7BS3 overall in a non-equilibrium geometry from the Open Molecules 2025 dataset. Energies are from wB97M-V/def2-TZVPD.

```
13
C2H7BS3 | the Open Molecules 2025 dataset | wB97M-V/def2-TZVPD
B -0.880 0.138 -0.252
C 1.803 1.925 -0.145
C -0.719 -2.632 0.268
S -1.305 1.864 -0.291
S 1.890 0.085 -0.193
S -1.864 -1.236 0.167
H 1.309 2.398 -1.092
H 2.811 2.329 0.186
H 1.219 2.129 0.729
H 0.255 -2.381 -0.145
H -1.189 -3.463 -0.204
H -0.625 -2.830 1.310
H -2.705 1.675 -0.338
```

Results
Multiplicity = 1
LUMO = -0.60 eV
Gap between HOMO and LUMO = 7.62 eV
HOMO = -0.3019 Ha



No. 10
Here is a 2-piece molecular cluster, C6H15NO2P overall in a non-equilibrium geometry from the Open Molecules 2025 dataset. Energies are from wB97M-V/def2-TZVPD.

```
25
C6H15NO2P | the Open Molecules 2025 dataset | wB97M-V/def2-TZVPD
C 2.190 1.233 -0.666
C 1.957 2.475 -1.428
C 0.710 -1.745 2.375
C -2.702 -0.990 0.263
C -1.354 0.763 -1.819
C 0.058 0.023 0.760
N 0.973 -0.954 1.155
O 3.065 0.584 -0.282
O -0.447 -1.773 -1.178
P -1.067 -0.585 -0.553
H 0.874 2.851 -1.494
H 2.539 3.338 -1.107
H 2.237 2.259 -2.399
H -0.302 -1.715 2.605
H 1.043 -2.771 2.363
H 1.244 -1.227 3.152
H -3.566 -1.276 -0.392
H -2.613 -1.776 1.097
H -3.014 -0.126 0.911
H -2.340 0.397 -2.259
H -1.280 1.707 -1.414
H -0.675 0.724 -2.706
H -0.352 0.604 1.527
H 0.910 -1.594 0.256
H 1.910 -0.425 1.232
```

Results
Multiplicity = 1
Net charge = +1
LUMO (alpha / beta) = -5.04 / -4.19 eV
Gap between HOMO and LUMO (alpha / beta) = 7.01 / 8.78 eV
HOMO (alpha / beta) = -0.4429 / -0.4768 Ha



No. 11
Here is a 2-piece molecular cluster, C4H11NS overall in a non-equilibrium geometry from the Open Molecules 2025 dataset. Energies are from wB97M-V/def2-TZVPD.

```
17
C4H11NS | the Open Molecules 2025 dataset | wB97M-V/def2-TZVPD
C -1.897 -1.593 -1.347
C -0.730 -2.061 -0.901
N -0.194 -3.295 -1.298
H -2.548 -2.287 -1.877
H -2.330 -0.635 -1.128
H -0.013 -1.342 -0.514
H -0.943 -3.915 -1.561
H 0.566 -3.625 -0.731
C 0.101 2.762 0.146
S 0.643 1.043 0.433
C 1.650 1.430 1.919
H -0.645 2.869 -0.638
H -0.327 3.170 1.060
H 0.977 3.336 -0.147
H 2.207 2.354 1.841
H 2.389 0.616 1.924
H 1.096 1.172 2.819
```

Results
Multiplicity = 1
Structure (SMILES) = C=CN.CSC
LUMO = 0.95 eV
Gap between HOMO and LUMO = 9.00 eV
HOMO = -0.2959 Ha



No. 12
Here is a 2-piece molecular cluster, C5H8O overall in a non-equilibrium geometry from the Open Molecules 2025 dataset. Energies are from wB97M-V/def2-TZVPD.

```
14
C5H8O | the Open Molecules 2025 dataset | wB97M-V/def2-TZVPD
C 2.071 -0.373 0.157
C 0.908 -0.481 -0.846
C 1.061 0.762 0.174
C -0.132 0.027 0.018
C -1.555 0.373 -0.230
O -0.656 -1.375 1.762
H 2.199 -0.876 1.024
H 3.064 -0.117 -0.244
H 1.005 -0.589 -1.947
H 0.944 1.872 -0.063
H -2.125 0.487 0.624
H -1.953 -0.462 -0.747
H -1.651 1.285 -0.784
H -0.539 -2.302 1.637
```

Results
Multiplicity = 1
LUMO = 0.39 eV
Gap between HOMO and LUMO = 8.45 eV
HOMO = -0.2963 Ha



No. 13
Here is C9H16ClIIrN2O2P as an isolated structure in a non-equilibrium geometry from the Open Molecules 2025 dataset. Energies are from wB97M-V/def2-TZVPD.

```
33
C9H16ClIIrN2O2P | the Open Molecules 2025 dataset | wB97M-V/def2-TZVPD
C 1.810 -1.518 3.559
C 1.573 -0.394 2.594
H 2.790 -1.228 3.980
H 1.855 -2.595 3.260
H 1.020 -1.404 4.330
O 2.127 0.694 2.507
I -1.497 -0.120 3.269
Ir -0.265 0.141 1.005
P 1.048 -0.294 -0.919
C 1.632 1.198 -1.648
C 2.351 -1.387 -0.314
H -0.524 -1.987 -1.572
H 0.825 -1.804 -2.809
H -0.593 -0.655 -2.818
C 0.093 -1.259 -2.190
H 1.905 -2.276 0.124
H 2.961 -1.661 -1.166
H 2.524 0.925 -2.191
H 1.865 1.926 -0.884
H 2.951 -0.865 0.424
H 0.898 1.603 -2.332
C 0.335 1.885 1.211
O 0.809 2.943 1.317
Cl -1.084 -2.022 0.215
N -3.972 0.841 -1.101
C -3.174 1.769 -1.728
C -1.932 1.673 -1.206
N -1.962 0.712 -0.198
C -3.212 0.222 -0.120
H -4.950 0.726 -1.275
H -3.595 2.488 -2.446
H -0.997 2.200 -1.463
H -3.614 -0.478 0.587
```

Results
Multiplicity = 6
Net charge = +3
LUMO (alpha / beta) = -11.67 / -15.34 eV
Gap between HOMO and LUMO (alpha / beta) = 5.81 / 4.26 eV
HOMO (alpha / beta) = -0.6425 / -0.7204 Ha